# 1
A molecular structure, C28H29F3IMnNO9S3. Source: OMol25; level of theory: wB97M-V/def2-TZVPD.

Computed properties:
Kohn-Sham gap (alpha / beta) = 8.52 / 8.46 eV
expectation value of S² = 0.96
max |F| = 1.0 eV Å⁻¹
lowest unoccupied orbital energy (alpha / beta) = 0.007 / 0.007 Eh
E_tot = -4759.172893 Ha
HOMO (alpha / beta) = -8.3 / -8.3 eV
2S+1 = 2

Geometry (Å):
I: 2.111 -6.111 4.998
Mn: -0.122 0.081 0.310
S: 3.131 0.152 0.872
S: -3.294 1.184 -0.617
S: 1.277 3.230 -0.344
F: 3.897 -2.313 1.356
F: 5.506 -0.923 0.948
F: 4.265 -1.649 -0.670
O: 3.577 1.139 -0.076
O: 1.840 -0.464 0.513
O: -2.240 -3.428 0.205
O: -0.401 0.554 3.363
O: 0.119 -0.832 -1.527
O: 0.450 1.964 -0.398
O: -2.007 1.055 0.146
O: 3.246 0.466 2.271
O: -1.252 -1.521 0.729
N: 0.130 -3.011 -2.124
C: -1.377 4.136 -0.043
C: 0.976 -5.008 3.636
C: -0.647 -4.167 -2.566
C: -1.830 0.813 -2.961
C: 2.833 3.953 3.851
C: 0.986 3.425 2.411
C: -4.137 0.080 -2.930
C: -0.532 -3.545 1.825
C: -3.043 0.665 -2.304
C: -1.395 -2.794 0.834
C: 0.601 -2.991 2.406
C: -3.469 2.967 -0.920
C: 4.263 -1.266 0.612
C: 0.039 4.582 -0.401
C: 1.490 3.637 3.681
C: 3.181 3.828 1.479
C: 1.544 -3.184 -1.822
C: -1.727 0.394 -4.279
C: -0.155 -5.580 3.069
C: -2.160 3.672 -1.268
C: -4.025 -0.332 -4.249
C: 3.674 4.057 2.755
C: -0.898 -4.846 2.161
C: 1.364 -3.720 3.310
C: -0.272 0.375 2.258
C: -0.479 -1.866 -1.878
C: -2.822 -0.168 -4.923
C: 1.840 3.514 1.321
H: -1.129 -3.964 -3.523
H: -1.345 3.330 0.688
H: -1.564 -1.893 -2.020
H: -4.213 3.039 -1.715
H: 0.418 5.343 0.280
H: 0.839 3.547 4.540
H: 1.951 -2.235 -1.487
H: 1.660 -3.926 -1.030
H: -0.451 -6.586 3.334
H: 3.225 4.108 4.848
H: -1.532 3.017 -1.867
H: -4.869 -0.792 -4.744
H: -1.395 -4.425 -1.817
H: -3.912 3.372 -0.007
H: 0.034 -5.004 -2.697
H: 4.722 4.285 2.892
H: -2.732 -0.495 -5.951
H: -1.899 4.977 0.420
H: 2.078 -3.521 -2.712
H: -0.058 3.184 2.273
H: -5.060 -0.068 -2.383
H: -2.390 4.538 -1.895
H: 2.250 -3.280 3.745
H: -0.781 0.492 -4.796
H: -0.959 1.180 -2.438
H: 3.835 3.848 0.619
H: 0.081 4.986 -1.415
H: 0.916 -1.992 2.144
H: -1.779 -5.269 1.697

Cartesian forces, eV/Å:
0.02 -0.02 0.02
-0.39 -0.37 0.82
-0.16 0.13 0.10
0.03 -0.11 0.05
0.00 -0.17 -0.03
-0.01 -0.02 0.02
0.02 0.00 -0.01
0.01 -0.01 -0.03
-0.01 0.10 0.02
-0.07 -0.25 -0.02
0.05 -0.04 -0.13
-0.07 -0.27 0.06
-0.03 0.19 -0.12
0.14 0.16 -0.09
0.01 0.06 -0.05
-0.02 0.03 -0.04
0.47 0.01 -0.01
0.00 -0.05 -0.01
-0.05 0.04 0.06
0.00 0.00 0.00
0.03 0.03 0.03
0.03 -0.07 0.00
0.02 0.01 -0.01
0.00 -0.02 0.08
0.01 0.00 -0.01
0.02 0.01 -0.05
0.02 -0.03 -0.02
-0.25 0.05 0.03
0.03 0.00 0.05
0.05 0.02 0.01
0.00 -0.06 0.04
-0.03 0.02 -0.03
-0.02 0.00 0.01
0.00 -0.09 -0.01
0.01 0.02 -0.01
-0.01 -0.01 0.01
0.00 0.03 -0.01
-0.03 0.03 -0.02
0.00 0.01 -0.02
0.01 0.00 0.02
0.03 -0.02 0.00
-0.03 0.02 -0.05
0.21 0.62 -0.60
0.04 0.12 0.00
-0.01 0.00 0.01
0.05 -0.09 -0.01
-0.01 -0.01 0.02
-0.02 -0.01 -0.05
-0.03 0.01 0.02
-0.01 0.01 0.01
-0.01 0.03 -0.04
0.00 0.00 0.00
-0.02 -0.03 -0.01
0.01 0.00 0.00
0.00 0.00 0.00
0.00 0.00 0.00
0.00 0.01 -0.02
0.00 0.00 0.00
-0.04 0.00 0.03
0.00 0.00 0.00
-0.01 -0.01 0.00
0.00 0.00 0.00
0.00 0.00 0.00
0.01 -0.01 0.03
0.00 0.00 0.01
-0.02 -0.04 0.02
0.00 0.00 0.00
-0.01 -0.01 -0.01
0.02 0.00 0.00
0.00 0.00 0.00
0.01 0.02 0.02
0.01 -0.01 -0.01
-0.02 -0.03 -0.01
0.02 0.04 -0.05
0.00 0.01 0.00

# 2
2 unconnected molecules or ions with the total composition C4H12O3. Source: OMol25; level of theory: wB97M-V/def2-TZVPD.

Computed properties:
relative energy (zero: lowest compared OMol25 entry of this formula, charge and spin) = 203.2 kJ/mol
Kohn-Sham gap = 11.05 eV
max |F| = 3.9 eV Å⁻¹
lowest unoccupied orbital energy = 0.029 Eh
SMILES string = OCCCCO.O
E_tot = -385.244352 Ha
HOMO = -10.3 eV

Geometry (Å):
O: 0.588 -1.019 1.304
O: -3.447 -5.889 0.402
O: -0.085 3.483 0.080
C: 1.123 2.994 -0.595
C: 1.187 -0.536 0.102
C: 0.227 0.588 -0.325
C: 0.926 1.644 -1.198
H: -3.361 -5.791 1.437
H: 1.447 -1.212 -0.884
H: -2.797 -6.540 0.223
H: 0.319 1.889 -2.119
H: 1.964 2.839 0.242
H: -0.874 3.482 -0.575
H: 1.943 1.218 -1.492
H: 0.036 1.098 0.602
H: 1.410 3.850 -1.216
H: -0.703 0.143 -0.648
H: 2.169 -0.209 0.475
H: 1.218 -1.511 1.765

Cartesian forces, eV/Å:
-1.61 -0.15 -1.76
-0.61 1.19 3.62
-1.11 -0.46 -1.49
0.71 0.64 3.47
0.55 0.03 -1.18
1.81 0.53 0.89
-0.15 -0.64 -2.75
-0.38 -0.17 -3.16
-1.02 0.67 2.64
0.99 -1.02 -0.47
0.67 -0.88 0.44
-1.93 0.83 -1.39
2.18 -0.09 1.46
-1.26 0.73 -0.10
-0.55 0.15 0.49
0.47 -0.80 -0.47
-0.13 0.12 -0.53
-0.04 0.64 -0.83
1.40 -1.32 1.13

# 3
A molecular structure, C6H3BaO5. Source: OMol25; level of theory: wB97M-V/def2-TZVPD.

Computed properties:
Kohn-Sham gap (alpha / beta) = 4.89 / 5.40 eV
expectation value of S² = 0.75
max |F| = 3.2 eV Å⁻¹
charge = +2
lowest unoccupied orbital energy (alpha / beta) = -0.348 / -0.348 Eh
E_tot = -631.412753 Ha
HOMO (alpha / beta) = -14.4 / -14.9 eV
2S+1 = 2

Geometry (Å):
Ba: 3.743 1.521 -0.144
O: 1.342 0.013 0.197
O: -2.308 1.221 -0.618
O: -2.093 -0.906 -1.060
O: -3.402 0.361 -2.406
O: -1.039 -3.958 0.515
C: -1.484 0.684 0.339
C: -0.519 -3.068 -0.043
C: -2.700 0.232 -1.451
C: 1.069 -1.167 0.432
C: -0.337 -1.627 0.475
C: -1.365 -0.634 0.085
H: -1.278 1.278 1.223
H: 1.846 -1.923 0.636
H: -0.652 -1.676 1.582

Cartesian forces, eV/Å:
-0.82 -0.36 0.03
1.63 -0.14 0.13
0.03 0.64 0.94
0.55 -0.84 0.38
0.70 -0.18 1.13
0.38 0.92 -0.45
-0.70 -1.00 0.32
-0.40 -1.08 0.05
-1.14 0.43 -2.08
-0.46 0.58 -0.32
-1.47 0.14 2.81
0.29 1.26 -1.74
0.25 -0.01 -0.43
-0.07 0.12 -0.03
1.23 -0.46 -0.73

# 4
A molecular structure, C33H57BeN3O5Si. Source: OMol25; level of theory: wB97M-V/def2-TZVPD.

Computed properties:
relative energy (zero: lowest compared OMol25 entry of this formula, charge and spin) = 0.0 kJ/mol
Kohn-Sham gap = 4.74 eV
max |F| = 3.5 eV Å⁻¹
lowest unoccupied orbital energy = -0.003 Eh
E_tot = -2136.285887 Ha
HOMO = -4.8 eV

Geometry (Å):
Si: 0.462 2.204 -3.527
O: -0.227 -0.836 5.708
O: -1.117 -1.798 3.915
O: 0.709 -2.317 -2.247
O: 0.252 0.049 -1.405
O: -1.283 -1.836 -4.763
N: -0.913 -1.712 5.137
N: 1.461 1.145 0.898
N: -1.154 1.466 0.768
C: -2.076 3.732 1.117
C: 1.617 -0.192 3.422
C: 4.734 -1.392 1.633
C: 2.551 0.247 1.122
C: -0.919 2.781 1.007
C: 0.376 3.239 1.251
C: -0.767 -1.207 -5.937
C: 0.566 0.420 -2.813
C: 2.934 -3.312 -1.948
C: 2.033 -2.616 -2.914
C: -1.085 -2.039 -7.164
C: -0.151 -4.478 -3.299
C: -1.238 2.472 -4.281
C: 2.647 -0.410 2.361
C: -3.334 0.547 0.185
C: -4.930 -0.047 1.921
C: -4.010 0.366 2.888
C: 2.720 2.908 2.065
C: -3.323 -3.068 -4.648
C: 0.928 3.608 -2.388
C: 3.564 0.935 -1.098
C: -2.681 -1.712 -4.473
C: -1.868 1.397 3.600
C: -0.206 -3.533 -2.123
C: -3.042 0.812 -1.255
C: -4.591 0.068 0.572
C: 4.661 -0.702 0.427
C: 1.480 2.398 1.383
C: 1.685 2.205 -4.979
C: 3.735 -1.250 2.597
C: -2.765 0.873 2.530
C: -2.395 0.905 1.163
C: 3.568 0.125 0.156
Be: 0.133 0.708 0.014
H: -5.299 -0.217 -0.211
H: 1.206 4.486 -2.997
H: 1.956 -0.678 4.339
H: 3.910 -3.486 -2.427
H: -3.247 -3.394 -5.690
H: 4.418 1.633 -1.106
H: 5.452 -0.773 -0.327
H: 1.802 -3.203 -3.794
H: -2.158 -2.013 -7.377
H: -1.708 4.766 1.094
H: -0.538 -1.646 -8.024
H: 3.674 0.288 -1.978
H: -1.868 2.488 3.644
H: 0.096 3.917 -1.749
H: -2.792 3.609 0.292
H: -2.630 3.613 2.061
H: 0.095 -4.029 -1.188
H: -2.819 -3.816 -4.020
H: 3.796 -1.762 3.562
H: 2.415 -1.627 -3.234
H: 3.112 -2.710 -1.048
H: -1.911 2.991 -3.582
H: 0.311 -1.156 -5.759
H: 1.307 1.638 -5.831
H: 1.845 3.236 -5.327
H: -3.815 0.355 -1.886
H: 2.555 3.962 2.333
H: 1.593 0.110 -2.984
H: 2.654 1.524 -1.208
H: -1.213 -3.071 -2.032
H: -1.160 -0.177 -6.034
H: 5.594 -2.034 1.837
H: -4.256 0.308 3.949
H: -0.784 -3.084 -7.005
H: -5.906 -0.437 2.218
H: 2.935 2.363 2.994
H: 3.596 2.844 1.410
H: -0.483 -4.026 -4.234
H: -0.098 -0.216 -3.427
H: -0.828 1.058 3.487
H: -1.704 1.539 -4.601
H: 1.794 3.380 -1.753
H: -1.135 3.112 -5.170
H: -0.852 -5.300 -3.099
H: 2.515 -4.280 -1.625
H: -2.736 -1.392 -3.425
H: -3.166 -0.947 -5.111
H: 0.602 -1.318 -1.733
H: 0.498 4.297 1.489
H: 0.835 -4.943 -3.435
H: -4.376 -3.021 -4.368
H: 0.650 -0.641 3.164
H: -2.065 0.413 -1.535
H: 2.664 1.797 -4.686
H: 1.456 0.869 3.648
H: -3.033 1.894 -1.478
H: -2.219 1.031 4.575

Cartesian forces, eV/Å:
-0.02 -0.12 -0.39
0.00 0.50 -1.98
1.05 1.65 -0.61
0.83 -1.02 -0.98
0.61 -1.19 -1.13
0.16 0.51 0.13
-1.17 -2.10 2.51
-0.41 0.66 -0.20
0.96 0.47 -0.59
-0.21 0.52 0.17
0.24 -0.25 0.17
0.15 -0.20 0.08
0.92 0.27 0.08
-0.18 -1.12 0.40
-0.29 0.69 -0.17
-0.42 -0.29 0.33
-0.69 0.32 0.99
0.44 -0.35 0.42
-0.79 1.19 0.58
0.12 0.03 -0.10
0.16 -0.31 -0.18
-0.04 0.49 0.12
-0.07 0.10 -0.21
-0.21 0.05 0.50
0.29 0.12 -0.06
-0.36 -0.13 -0.29
-0.12 0.64 0.13
-0.19 -0.17 -0.03
0.14 0.23 0.08
0.22 0.27 -0.44
0.43 0.02 -0.18
0.40 -0.36 0.62
-0.24 1.17 0.62
-0.06 -0.04 -0.51
0.08 -0.17 0.10
-0.20 -0.08 0.03
0.61 -1.25 -0.21
0.11 -0.01 0.34
0.13 0.11 -0.28
0.27 -0.12 -0.56
-1.51 0.46 0.17
-0.22 -0.14 0.64
-0.02 0.50 0.35
0.14 0.11 0.29
-0.12 -0.31 0.12
-0.31 0.12 -0.03
-0.30 -0.05 0.15
-0.06 0.01 0.15
-0.23 -0.19 -0.03
-0.17 -0.06 0.34
-0.04 0.09 -0.07
0.14 -0.02 -0.07
-0.05 -0.27 0.00
-0.13 -0.05 -0.07
0.00 0.14 0.05
0.00 0.09 -0.05
0.11 -0.10 0.08
0.22 -0.15 0.24
0.17 -0.09 -0.34
-0.26 0.26 -0.30
-0.20 0.23 -0.14
0.05 0.15 -0.38
-0.22 -0.63 0.26
-0.06 -0.04 -0.22
0.07 -0.24 -0.20
-0.05 0.10 -0.14
0.03 -0.11 0.01
-0.06 -0.23 0.12
0.18 0.10 0.06
0.19 -0.34 -0.08
0.15 0.00 -0.13
0.06 -0.12 0.01
0.71 -0.34 0.11
0.15 -0.31 0.04
-0.23 0.17 -0.06
0.04 -0.02 -0.32
-0.06 0.28 -0.03
0.31 0.11 -0.11
-0.07 -0.02 -0.31
-0.12 -0.10 0.11
0.17 0.20 0.13
0.35 0.28 0.03
-0.39 0.05 0.04
-0.03 0.00 0.09
-0.25 0.06 -0.08
-0.06 -0.12 0.21
0.14 0.22 0.19
0.22 0.29 -0.20
-0.18 0.11 -0.18
0.27 -0.24 0.25
-0.85 0.04 0.34
-0.01 -0.38 -0.06
-0.31 0.09 0.10
-0.02 -0.12 0.00
0.06 0.08 0.15
-0.09 0.05 -0.14
-0.20 0.10 -0.14
-0.02 -0.21 -0.06
0.04 -0.30 0.10
0.27 0.09 -0.28

# 5
C5H7NO2 in the gas phase. Source: OMol25; level of theory: wB97M-V/def2-TZVPD.

Computed properties:
relative energy (zero: lowest compared OMol25 entry of this formula, charge and spin) = 200.4 kJ/mol
Kohn-Sham gap = 9.24 eV
max |F| = 2.2 eV Å⁻¹
lowest unoccupied orbital energy = 0.025 Eh
E_tot = -399.889241 Ha
HOMO = -8.6 eV

Geometry (Å):
O: 0.976 -1.080 1.271
O: -2.188 1.080 -0.656
N: -0.760 -0.812 -0.381
C: -1.375 -2.132 -0.333
C: -1.290 0.342 -0.492
C: 1.569 1.927 0.524
C: 0.800 0.873 -0.216
C: 0.620 -0.411 0.339
H: -1.116 -2.556 0.639
H: 1.885 1.617 1.522
H: 0.988 2.847 0.644
H: -0.959 -2.758 -1.123
H: 0.818 0.934 -1.299
H: 2.491 2.203 -0.003
H: -2.458 -2.073 -0.435

Cartesian forces, eV/Å:
-0.03 0.58 -0.72
0.06 -0.52 0.04
1.14 -1.15 0.47
0.05 -0.03 0.01
1.08 1.89 0.22
0.46 0.30 0.03
-0.83 0.41 -0.05
-1.47 -1.03 0.17
-0.05 -0.05 -0.08
-0.23 -0.19 -0.05
-0.05 -0.10 -0.09
-0.08 0.02 0.05
0.01 -0.20 0.03
-0.16 -0.01 -0.02
0.10 0.08 0.00

# 6
C23H23N3O5 in the gas phase. Source: OMol25; level of theory: wB97M-V/def2-TZVPD.

Computed properties:
relative energy (zero: lowest compared OMol25 entry of this formula, charge and spin) = 677.9 kJ/mol
Kohn-Sham gap = 6.71 eV
max |F| = 1.4 eV Å⁻¹
lowest unoccupied orbital energy = -0.026 Eh
SMILES string = CCOc1cc(/C=C/c2ccc3cccc([N+](=O)[O-])c3n2)ccc1OCC(=O)N(C)C
E_tot = -1430.597909 Ha
HOMO = -7.4 eV

Geometry (Å):
O: 5.520 -2.756 -0.346
O: -2.963 -2.857 -0.377
O: 3.694 -1.924 0.414
O: -4.720 -1.030 -0.762
O: -5.219 0.527 1.406
N: 4.845 -1.824 0.055
N: -6.899 1.655 0.407
N: 3.413 0.607 -0.115
C: -3.444 -0.582 -0.642
C: -1.805 -3.916 1.502
C: -2.115 -3.920 0.008
C: -7.741 1.913 -0.736
C: -2.472 -1.592 -0.430
C: 4.733 0.660 0.041
C: 3.322 2.997 -0.090
C: -1.144 -1.233 -0.326
C: -3.036 0.739 -0.749
C: 5.447 1.894 0.113
C: 7.541 0.710 0.294
C: 5.490 -0.542 0.108
C: -7.094 2.499 1.566
C: 0.674 0.389 -0.301
C: 4.675 3.079 0.042
C: 6.862 -0.507 0.218
C: 6.843 1.892 0.247
C: -5.922 0.718 0.437
C: 2.704 1.717 -0.173
C: -1.702 1.082 -0.638
C: 1.276 1.595 -0.322
C: -5.764 -0.102 -0.852
C: -0.731 0.105 -0.426
H: 8.615 0.712 0.396
H: -0.383 -1.980 -0.163
H: 7.361 2.838 0.315
H: -8.104 2.378 1.962
H: 2.710 3.885 -0.143
H: -6.372 2.198 2.323
H: -1.254 -3.022 1.783
H: 0.722 2.517 -0.432
H: -3.763 1.522 -0.899
H: 5.178 4.035 0.091
H: -5.635 0.565 -1.716
H: -8.550 2.572 -0.429
H: -6.931 3.547 1.307
H: 1.326 -0.465 -0.165
H: -1.422 2.120 -0.719
H: -1.190 -3.915 -0.582
H: -6.662 -0.709 -1.007
H: 7.403 -1.441 0.259
H: -7.187 2.403 -1.543
H: -8.179 0.992 -1.124
H: -2.682 -4.819 -0.251
H: -1.212 -4.790 1.755
H: -2.733 -3.938 2.068

Cartesian forces, eV/Å:
0.15 -0.26 -0.16
-0.14 0.29 -0.04
-0.06 -0.19 0.21
0.01 -0.02 0.09
0.17 -0.19 0.09
-0.28 -0.74 -0.02
-0.17 0.21 0.19
-0.71 0.32 -0.20
0.42 -0.20 -0.01
-0.14 0.14 -0.37
0.24 -0.30 0.24
0.08 -0.10 -0.29
-0.44 0.18 -0.09
0.46 0.28 0.06
0.15 0.00 0.01
0.04 0.12 -0.02
-0.24 -0.19 -0.03
-0.31 -0.34 0.01
-0.04 0.43 0.02
0.87 1.04 0.11
0.14 -0.01 0.22
0.69 0.69 0.05
-0.14 -0.11 -0.03
-0.50 -0.37 -0.02
0.21 -0.19 0.01
-0.05 -0.13 -0.17
0.98 -0.12 0.10
0.31 -0.21 0.03
-0.81 -0.53 -0.05
0.12 0.02 0.08
-0.86 -0.04 -0.09
0.08 0.00 0.01
0.04 -0.14 0.02
0.06 0.08 -0.01
-0.01 0.04 0.00
-0.04 0.09 0.00
-0.10 0.09 -0.02
0.07 0.04 0.08
-0.13 0.06 -0.02
-0.09 0.05 0.00
0.00 0.08 0.01
-0.06 -0.08 0.07
0.00 -0.05 -0.03
-0.03 0.02 0.02
0.07 -0.06 0.00
0.03 0.12 -0.01
-0.11 -0.02 -0.01
0.06 0.17 -0.05
-0.02 -0.02 -0.02
-0.09 0.03 -0.03
-0.06 0.04 -0.04
0.15 0.11 -0.02
0.08 -0.09 0.05
-0.06 -0.02 0.07